(1)
16
Properties=species:S:1:pos:R:3 method="wB97M-V/def2-TZVPD" fmax_ha_per_bohr=0.01463 de_lowest_kcal_mol=136.8 homo_ev="-7.491 / -6.779" orbital_gap_ev="7.91 / 7.00" lumo_ev="0.42 / 0.22"
C -1.8026 0.8848 0.0221
C 1.1865 0.3360 1.6264
C 0.7169 -0.3745 -0.8872
C -0.8214 -0.2198 -0.1544
C 0.5412 -0.3241 0.4716
C 0.0435 -1.7021 -1.1943
O -1.2530 -1.3938 -0.7384
O 1.6422 0.2193 -1.6763
H 1.4089 0.1505 -2.6164
H 0.4044 -2.6836 -0.8819
H -1.3465 1.7164 0.5623
H -2.6625 0.5419 0.6051
H -2.1654 1.2573 -0.9391
H 2.2458 0.0781 1.6848
H 1.1457 1.4295 1.5356
H 0.7163 0.0841 2.5801


(2)
16
Properties=species:S:1:pos:R:3 method="wB97M-V/def2-TZVPD" fmax_ha_per_bohr=0.10759 de_lowest_kcal_mol=228.2 homo_ev=-9.977 orbital_gap_ev=10.87 lumo_ev=0.89 smiles=C1[C@@H]2O[C@H]2C[C@@H]2O[C@@H]12
C -0.0747 -1.6827 0.1707
C 0.9785 -0.6551 -0.2980
C 1.2366 0.6299 0.4381
C -0.0670 1.5950 0.0215
C -1.0985 0.5350 -0.4999
C -1.0223 -0.4883 0.4183
H -0.3161 -2.2915 -0.8753
H 0.0529 -2.3946 0.9270
H 0.5761 -0.3637 -1.3701
H 1.5556 0.6303 1.5906
H -0.4113 2.4507 0.7532
H 0.2708 2.5263 -0.6853
H -0.5601 0.2151 -1.4965
H -0.5658 0.2283 1.4195
O 2.3341 -0.0700 -0.2095
O -2.3738 -0.0054 -0.0114


(3)
16
Properties=species:S:1:pos:R:3 method="wB97M-V/def2-TZVPD" fmax_ha_per_bohr=0.14074 de_lowest_kcal_mol=166.3 homo_ev=-9.204 orbital_gap_ev=9.54 lumo_ev=0.34 smiles="C#CC=C(CO)CO"
C 0.4508 0.5105 1.5078
C -0.2219 0.2349 0.1340
C 0.4430 -1.0942 -0.4094
C -1.1908 0.9924 -0.1920
C -1.7890 0.7283 -1.4652
C -2.1915 -0.0094 -2.4094
H 2.2760 0.9388 2.2127
H 0.3659 -0.6158 2.1619
H -0.0080 1.2378 2.4460
H -0.5622 -1.5795 -0.7412
H 0.6338 -1.6195 0.5386
H 2.2594 -0.8392 -0.6374
H -1.4347 1.9660 0.1318
H -2.5400 -0.9017 -3.2464
O 1.9790 1.0631 1.1996
O 1.5302 -1.0124 -1.2314


(4)
16
Properties=species:S:1:pos:R:3 method="wB97M-V/def2-TZVPD" fmax_ha_per_bohr=0.17909 de_lowest_kcal_mol=186.9 homo_ev=-8.893 orbital_gap_ev=9.64 lumo_ev=0.75 smiles="C=C1C[C@]2(O)C[C@H]2O1"
C -0.2815 -0.9231 -0.4560
C 0.7109 -1.9993 -0.2529
C 0.4439 -0.9743 0.8461
C -0.3853 1.1881 0.3815
C -0.4134 2.5887 0.2462
C -1.2830 0.0938 -0.0253
H -0.2107 -0.3924 -2.2822
H 1.7322 -2.0427 -0.7576
H 0.3940 -3.0225 -0.0607
H -0.0476 -1.5413 1.6609
H 0.1518 3.1686 0.7897
H -1.4315 2.9114 -0.1383
H -2.1301 0.7340 -0.8386
H -1.6359 -0.1183 0.9581
O 0.5056 -0.3364 -1.5395
O 0.7979 0.3939 1.0684


(5)
16
Properties=species:S:1:pos:R:3 method="wB97M-V/def2-TZVPD" fmax_ha_per_bohr=0.01405 de_lowest_kcal_mol=72.4 homo_ev=-8.748 orbital_gap_ev=9.63 lumo_ev=0.88
C -1.1148 -0.2652 -0.4908
C 0.9454 0.5282 2.2163
C 0.0840 -1.0642 -0.9361
C -0.4617 1.8331 0.4888
C 0.3105 1.3032 1.3895
C 0.8801 -0.7113 -1.9357
O -1.0066 1.1532 -0.5810
O 0.8105 0.4628 -2.6036
H -1.3750 -0.5478 0.5333
H -1.9626 -0.4980 -1.1475
H 0.4505 0.0356 3.0427
H 2.0120 0.3707 2.1483
H 0.2312 -2.0146 -0.4523
H -0.7287 2.8797 0.4666
H 1.7128 -1.3040 -2.2835
H 0.1202 1.0186 -2.2019


(6)
17
Properties=species:S:1:pos:R:3 method="wB97M-V/def2-TZVPD" fmax_ha_per_bohr=0.10449 de_lowest_kcal_mol=66.1 homo_ev=-7.685 orbital_gap_ev=8.32 lumo_ev=0.63
C 0.7812 -1.3388 -0.2352
C -0.4108 -1.6287 0.3894
C 1.4012 -0.0096 -0.2476
C -1.4338 -0.6095 0.7298
C 0.9666 1.0926 0.4881
C -1.7580 0.4201 -0.0359
O 1.5790 2.2828 0.4127
O -1.0791 0.8795 -1.1771
O -2.8166 1.2673 0.2582
H 1.5708 -2.0416 -0.4585
H -0.8391 -2.6804 0.4422
H 2.1749 0.1641 -0.8683
H -2.1205 -0.9035 1.4532
H 0.2719 1.0795 1.3901
H 2.3737 2.3434 -0.2026
H -0.2738 0.3311 -1.1578
H -3.2279 1.5224 -0.5284